Record 1
Computed, not measured: a structure of composition C27H58O3P2SSiSn in a non-equilibrium geometry, with ωB97M-V/def2-TZVPD.

The geometry in XYZ format:
```
93
Properties=species:S:1:pos:R:3:forces:R:3:lowdin_charge:R:1
P -0.192909 -1.732758 -5.754676 -0.32 1.70 -0.58 0.900
P -0.221343 2.242682 -5.727020 0.18 -1.88 0.76 0.904
C -0.543441 -0.406603 -7.021290 -0.18 -0.58 -0.89 -0.378
C 0.223015 0.927864 -6.920398 0.07 -0.01 -0.58 -0.315
H -1.634348 -0.257768 -7.073716 0.32 0.05 0.00 0.075
H -0.235220 -0.888309 -7.964097 -0.30 0.46 -0.16 0.074
H 1.308944 0.756487 -6.852149 -0.36 0.05 0.17 0.083
H 0.078588 1.441489 -7.887753 0.14 -0.08 0.16 0.094
C -1.818520 2.883333 -6.222112 -0.33 0.77 -1.11 -0.196
H -2.167326 3.602056 -5.470414 0.10 -0.15 -0.15 0.060
H -2.551791 2.069465 -6.297874 0.28 0.12 0.09 0.059
H -1.737551 3.383395 -7.195846 -0.33 0.00 0.16 0.050
C 1.119546 3.415178 -5.906120 0.13 0.73 -0.31 -0.194
H 0.931932 4.099760 -6.740753 -0.14 -0.01 -0.08 0.053
H 2.059680 2.883192 -6.105106 -0.45 0.10 0.23 0.066
H 1.239913 3.993901 -4.986361 -0.06 -0.17 -0.23 0.054
C -1.366581 -3.025920 -6.224396 0.12 -0.30 -0.66 -0.240
H -1.474239 -3.736872 -5.397306 0.01 0.08 -0.24 0.040
H -0.979866 -3.535351 -7.115162 -0.42 -0.20 0.06 0.039
H -2.338966 -2.568157 -6.443681 0.17 -0.18 0.07 0.048
C 1.418533 -2.285627 -6.425141 -0.07 -0.37 -0.04 -0.222
H 2.132004 -1.455773 -6.512690 -0.33 -0.21 0.11 0.044
H 1.228852 -2.700909 -7.423294 0.16 -0.03 0.17 0.044
H 1.860449 -3.052249 -5.779165 -0.04 0.14 -0.11 0.054
Sn -1.384722 0.618442 0.761652 0.44 0.11 0.86 0.902
C 0.955030 1.832168 -3.507397 0.57 1.28 -0.23 -0.305
C -0.409190 1.664989 -4.029875 -1.06 0.83 0.84 -0.456
C -1.351465 0.405194 -3.902528 -0.91 0.78 -0.42 -0.197
C -0.984536 -0.675467 -2.880446 -0.77 0.41 -0.95 -0.198
C -0.110028 -1.781733 -3.438186 2.58 -1.01 1.72 -0.287
C 1.278543 -1.642714 -3.401016 -0.65 -1.23 0.43 -0.234
C 1.823082 -0.412143 -4.008667 0.21 0.12 1.22 -0.245
C 1.833734 0.788892 -3.017856 0.86 -0.22 -0.08 -0.275
C -0.195244 -1.187820 1.019891 -0.23 0.20 -0.11 -0.362
H 1.248765 2.868361 -3.314914 -0.35 -0.34 0.36 0.049
H -1.023063 2.478527 -3.575665 -0.04 -0.12 -0.33 0.105
H -1.490305 -0.062371 -4.903546 0.03 0.32 0.99 0.037
H -2.370396 0.767286 -3.641084 0.61 0.04 -0.09 0.111
H -0.549745 -0.213534 -1.974641 0.20 -0.28 -0.62 0.059
H -1.922472 -1.134048 -2.533145 0.13 0.06 -0.16 0.108
H -0.553933 -2.793220 -3.416720 0.34 0.35 0.81 0.091
H 1.945155 -2.430508 -3.035480 -0.32 -0.18 -0.81 0.092
H 1.115035 -0.116653 -4.823979 0.52 -0.24 0.34 0.036
H 2.818249 -0.549842 -4.473551 -0.32 -0.04 0.34 0.112
H 1.616024 0.487513 -1.972206 0.18 -0.62 -0.23 0.083
H 2.866038 1.169436 -2.984208 -0.18 0.02 0.14 0.098
H 0.483726 -1.113785 1.882349 -0.27 -0.12 -0.42 -0.027
H 0.342568 -1.365013 0.076252 -0.04 -0.18 0.30 -0.018
H -0.963412 -1.958972 1.177258 0.40 -0.14 -0.07 -0.020
C -1.451662 -2.011020 4.664015 -0.05 -0.32 0.19 -0.029
C -2.299522 -0.773798 4.390902 0.23 0.13 -0.24 -0.617
C -3.564834 -1.146555 3.634420 -0.15 0.01 0.05 -0.036
C -2.649745 -0.097093 5.711949 -0.17 -0.04 0.36 -0.036
O -1.576393 0.153782 3.510544 -0.08 -0.24 0.38 -0.282
Si -0.147425 0.943288 3.876958 0.17 -0.53 0.60 -0.148
S 0.196355 2.057309 2.171300 -0.09 0.46 -0.59 0.283
O -0.299589 1.768578 5.298576 -0.02 0.57 -0.26 -0.166
C -0.758319 3.134997 5.569374 0.19 -0.56 -0.14 -0.630
C -1.925398 3.491268 4.659335 -0.20 0.25 -0.04 -0.047
C -1.188614 3.178758 7.033284 -0.06 -0.06 0.16 -0.032
C 0.415157 4.079271 5.346118 0.08 0.15 -0.01 -0.041
O 0.981915 -0.232970 4.164279 0.23 0.37 0.08 -0.170
C 2.431158 -0.110118 4.328587 -0.43 0.07 -0.03 -0.633
C 3.070095 0.197031 2.981827 0.22 0.08 -0.13 -0.051
C 2.768592 0.975363 5.344834 0.20 0.11 0.18 -0.039
C 2.934699 -1.450127 4.848412 0.00 -0.19 0.08 -0.037
H -2.071448 -2.751243 5.194078 0.13 0.17 -0.17 0.093
H -0.601616 -1.774369 5.316590 -0.13 -0.04 -0.34 0.084
H -1.093826 -2.466307 3.731510 0.00 0.17 0.22 0.089
H -4.153222 -1.843613 4.241934 0.05 0.09 -0.15 0.090
H -4.176725 -0.255488 3.447675 0.14 -0.15 -0.04 0.092
H -3.327616 -1.635489 2.681423 -0.01 0.11 0.14 0.081
H -1.752287 0.128870 6.305851 -0.31 0.02 -0.30 0.085
H -3.228002 0.822566 5.547390 0.21 -0.22 0.05 0.081
H -3.271317 -0.781463 6.310649 0.12 0.15 -0.21 0.096
H -2.749822 2.777623 4.782575 0.21 0.14 -0.07 0.077
H -2.299209 4.487391 4.935490 0.06 -0.19 -0.11 0.093
H -1.610071 3.513260 3.607539 -0.15 -0.02 0.31 0.044
H -0.352086 2.926040 7.699012 -0.18 -0.02 -0.21 0.090
H -1.530188 4.190841 7.292110 0.09 -0.21 -0.10 0.090
H -2.018639 2.485789 7.223752 0.22 0.11 -0.07 0.079
H 1.247917 3.809375 6.009547 -0.18 0.06 -0.19 0.086
H 0.750717 4.043367 4.301445 -0.05 -0.01 0.23 0.066
H 0.104229 5.107550 5.576870 0.12 -0.19 -0.06 0.092
H 2.722535 1.156685 2.578063 0.11 -0.32 0.11 0.038
H 4.160585 0.244419 3.112425 -0.22 -0.01 -0.08 0.091
H 2.842674 -0.594814 2.257851 0.01 0.17 0.10 0.089
H 2.259293 0.781630 6.298299 0.03 0.14 -0.26 0.095
H 3.853206 0.965751 5.535092 -0.28 0.01 -0.08 0.093
H 2.506808 1.976507 4.977832 -0.05 -0.25 0.11 0.075
H 2.495419 -1.680720 5.827059 0.02 0.03 -0.21 0.088
H 2.702262 -2.261995 4.149128 -0.04 0.17 0.12 0.090
H 4.025462 -1.404920 4.969226 -0.23 -0.02 -0.03 0.088
```
Positions in Å, forces in eV/Å.

Values from the calculation:
Frontier orbital gap ... 4.54 eV
LUMO level ... 0.2 eV
Calculated total energy ... -78203.102 eV
Multiplicity ... 1
Energy relative to the best compared isomer or geometry (same formula, charge and spin) ... 1.481 eV
Strongest force on any atom ... 3.3 eV/A

***

Record 2
Computed, not measured: a cluster of 4 separate species, C27H59O3P in total in a non-equilibrium geometry, with ωB97M-V/def2-TZVPD.

The geometry in XYZ format:
```
90
Properties=species:S:1:pos:R:3:forces:R:3:lowdin_charge:R:1
C 0.347204 -0.318888 1.242725 0.15 0.24 -0.99 -0.035
C 0.549869 0.015914 -0.067540 -0.35 -0.77 0.25 -0.290
P -0.725485 -0.044904 -1.414947 1.20 -1.33 0.38 0.854
C 0.247562 -1.425298 -2.448697 0.14 -0.26 -0.53 -0.318
C 1.083382 -2.281068 -1.577553 -0.66 -0.68 0.20 -0.369
O 0.582999 -3.136385 -0.866388 0.34 0.39 -0.12 0.008
C -1.689428 1.312818 -0.511312 -0.34 0.32 -0.34 -0.366
C -3.072422 1.610051 -1.111358 0.20 0.01 0.24 -0.249
C -4.044912 0.430149 -1.167806 0.37 0.22 -0.15 -0.201
C -4.044383 -0.394272 0.096634 0.12 -0.34 0.43 -0.187
O -5.251946 -1.179982 0.207781 -0.44 0.37 -0.66 -0.030
C -5.381003 -2.104770 -0.758558 0.99 -1.12 -0.38 -0.340
O -4.484787 -2.795488 -1.190883 -0.62 0.92 0.31 0.074
H 0.372806 0.480981 1.974228 1.80 -0.45 0.68 0.045
H 0.131211 -1.342794 1.520646 -1.82 0.23 0.11 0.067
H 1.533463 0.368270 -0.376339 -0.48 1.96 0.13 0.081
H -0.541994 0.830006 -2.522916 -0.21 -0.03 -0.03 0.044
H -1.784870 -0.976210 -1.338675 -0.03 0.12 0.04 0.043
H -0.516541 -2.078386 -2.864694 -0.22 -0.04 -0.01 0.058
H 0.787519 -1.011729 -3.300916 0.27 0.22 0.12 0.062
H 2.179714 -2.153551 -1.553351 0.08 0.24 -0.03 0.114
H -1.098337 2.223324 -0.621921 0.20 0.11 0.12 0.080
H -1.785119 1.152095 0.558420 0.06 -0.33 0.14 0.049
H -2.957931 2.047761 -2.100336 -0.04 -0.05 -0.27 0.101
H -3.521792 2.394189 -0.504498 -0.08 0.17 0.10 0.107
H -3.788888 -0.188996 -2.023401 -0.17 -0.24 -0.11 0.100
H -5.044335 0.826461 -1.316513 -0.23 -0.02 -0.10 0.122
H -4.024515 0.241285 0.974151 -0.17 0.09 0.20 0.125
H -3.205348 -1.078164 0.167130 0.25 0.00 -0.06 0.105
H -6.397116 -2.200278 -1.152645 -0.26 0.06 0.41 0.143
C -2.265217 5.751075 5.740444 -0.10 -0.08 0.01 -0.112
C -2.225599 4.317889 6.263217 0.08 0.10 0.03 -0.270
C -0.933788 3.579661 5.916542 -0.01 -0.07 0.01 -0.228
C -0.675940 3.400614 4.420040 0.00 0.07 -0.03 -0.225
C -1.779193 2.666324 3.660318 0.09 -0.11 0.00 -0.266
C -1.995546 1.233321 4.140091 -0.09 0.10 -0.12 -0.103
H -2.221689 5.785359 4.650824 0.02 0.01 0.00 0.064
H -3.187647 6.246444 6.045883 0.01 0.03 -0.01 0.068
H -1.428013 6.331747 6.132667 0.02 0.00 -0.03 0.075
H -3.090631 3.765565 5.886322 0.01 -0.02 0.00 0.098
H -2.327191 4.338546 7.351161 -0.04 -0.03 0.00 0.104
H -0.942991 2.601632 6.405530 0.01 -0.01 -0.01 0.102
H -0.087877 4.121845 6.350303 -0.01 0.01 0.01 0.110
H 0.264877 2.854693 4.293267 0.00 -0.02 -0.01 0.098
H -0.518243 4.378402 3.956295 0.00 0.01 0.01 0.103
H -1.509258 2.646407 2.599888 -0.03 0.02 -0.02 0.089
H -2.719481 3.220838 3.724080 0.01 0.02 0.00 0.100
H -1.075452 0.651374 4.050247 0.00 -0.02 0.05 0.066
H -2.763771 0.741543 3.540355 0.02 -0.06 0.02 0.062
H -2.321160 1.198238 5.180174 0.02 -0.01 0.01 0.068
C 6.627759 -1.331368 4.562278 -0.10 0.04 0.08 -0.112
C 5.152799 -1.366875 4.172302 0.10 -0.08 -0.05 -0.270
C 4.907870 -1.079289 2.692130 -0.08 0.01 -0.02 -0.229
C 5.346821 0.308711 2.223183 0.07 -0.01 0.04 -0.229
C 4.704730 1.474041 2.973741 -0.06 0.02 -0.13 -0.266
C 3.187778 1.521133 2.822875 0.05 0.08 0.13 -0.117
H 7.063539 -0.343454 4.406155 0.02 0.00 -0.02 0.064
H 6.752856 -1.580260 5.616823 0.04 -0.01 0.00 0.068
H 7.202223 -2.052800 3.977910 0.02 0.02 -0.02 0.075
H 4.591921 -0.662866 4.792983 -0.02 0.00 -0.01 0.097
H 4.753848 -2.358722 4.399135 -0.04 0.02 0.02 0.104
H 3.844511 -1.218561 2.475853 0.00 0.01 -0.02 0.097
H 5.434465 -1.829000 2.093441 0.00 -0.01 0.01 0.110
H 5.114201 0.402697 1.157422 -0.01 0.02 0.00 0.107
H 6.434224 0.395124 2.299723 0.00 -0.02 0.00 0.101
H 5.127449 2.406124 2.589646 0.02 0.01 0.03 0.104
H 4.967239 1.435623 4.034276 0.02 -0.02 0.00 0.099
H 2.904345 1.593971 1.769932 -0.02 -0.04 0.00 0.067
H 2.775735 2.388821 3.341505 -0.03 0.00 -0.03 0.064
H 2.713799 0.632898 3.242415 -0.02 -0.01 -0.03 0.060
C 0.400628 -3.988280 -9.074748 0.02 0.13 -0.01 -0.112
C 0.839339 -3.125740 -7.894821 0.03 -0.13 -0.01 -0.271
C 0.266615 -3.589340 -6.556453 0.01 0.05 0.04 -0.228
C -1.258742 -3.545295 -6.457055 -0.01 -0.04 -0.05 -0.225
C -1.880694 -2.173062 -6.710454 -0.01 -0.03 0.12 -0.264
C -1.439763 -1.118412 -5.700719 -0.10 0.09 -0.16 -0.114
H -0.680044 -3.954739 -9.219881 -0.01 -0.03 0.00 0.065
H 0.865059 -3.641304 -9.998734 -0.01 -0.03 -0.02 0.068
H 0.691506 -5.029784 -8.924706 -0.03 -0.02 0.01 0.075
H 0.569004 -2.082882 -8.082040 0.00 0.01 0.02 0.097
H 1.930119 -3.151193 -7.828423 0.01 0.05 0.00 0.103
H 0.702340 -2.983845 -5.756098 -0.01 -0.01 0.01 0.094
H 0.595468 -4.615501 -6.366087 0.01 0.00 -0.01 0.111
H -1.549800 -3.887496 -5.459101 -0.02 0.01 0.01 0.111
H -1.692684 -4.264374 -7.157211 0.02 -0.01 0.00 0.101
H -2.967942 -2.273994 -6.662579 -0.01 0.01 -0.03 0.105
H -1.651375 -1.830559 -7.723167 0.01 -0.03 -0.01 0.098
H -1.694245 -1.426377 -4.685278 0.02 -0.01 0.01 0.055
H -1.939341 -0.168110 -5.898418 0.02 0.02 0.04 0.070
H -0.364327 -0.939320 -5.745867 0.01 -0.01 0.04 0.064
```
Positions in Å, forces in eV/Å.

Values from the calculation:
Frontier orbital gap ... 7.64 eV
LUMO level ... -0.4 eV
Calculated total energy ... -44382.202 eV
Multiplicity ... 1
SMILES ... C=C[PH2](CC=O)CCCCOC=O.CCCCCC.CCCCCC.CCCCCC
Strongest force on any atom ... 2.0 eV/A

***

What is the calculated total energy in the first record?
-78203.102 eV